Entry A
DFT (ωB97M-V/def2-TZVPD) results for a 2-piece molecular cluster, C2H4ClNO2 overall.

The value obtained for the HOMO-LUMO gap (spin up / spin down) is 5.43 / 8.52 eV. The LUMO energy (spin up / spin down) comes out at -0.71 / 0.34 eV. As for the total charge: 0. The highest occupied orbital energy (spin up / spin down) comes out at -6.14 / -8.18 eV.

Cartesian coordinates (Å):
1 C 0.203 1.597 -0.121
2 C -0.599 0.444 -0.175
3 N 2.397 -0.418 0.358
4 O 0.692 2.633 -0.298
5 O 1.673 -1.360 -0.371
6 Cl 3.619 0.291 -0.627
7 H -1.422 0.537 -0.891
8 H 0.049 -0.404 -0.466
9 H -0.985 0.203 0.816
10 H 2.279 -2.039 -0.703

Löwdin population analysis, charges in e, atoms 1 to 6:
1. C -0.14
2. C -0.04
3. N -0.54
4. O 0.20
5. O -0.27
6. Cl 0.44

=====

Entry B
DFT (ωB97M-V/def2-TZVPD) results for a 2-piece molecular cluster, C2H4ClNO2 overall.

The SMILES is N[C@@H]1OC1=O.Cl. The value obtained for the HOMO-LUMO gap is 10.48 eV. The LUMO energy comes out at 0.54 eV. As for the total charge: 0. The highest occupied orbital energy comes out at -9.94 eV.

Cartesian coordinates (Å):
1 N -0.569 1.314 -0.263
2 C -1.060 0.278 0.354
3 O 0.109 -0.690 1.021
4 C -0.619 -1.099 0.052
5 O -0.820 -2.114 -0.581
6 H -0.819 2.267 -0.134
7 H -0.120 1.055 -1.168
8 H -1.895 0.518 1.082
9 Cl 3.248 -0.283 -0.275
10 H 2.546 -1.247 -0.088

Löwdin population analysis, charges in e, atoms 1 to 6:
1. N 0.12
2. C -0.17
3. O 0.08
4. C -0.57
5. O 0.10
6. H 0.11

=====

Least stable = entry A

=====

Entry A
DFT (ωB97M-V/def2-TZVPD) results for a 2-piece molecular cluster, C2H8N5 overall.

The value obtained for the HOMO-LUMO gap is 7.88 eV. The LUMO energy comes out at -4.89 eV. As for the total charge: +1. The highest occupied orbital energy comes out at -12.77 eV.

Cartesian coordinates (Å):
1 C -0.173 1.874 1.179
2 C -2.265 -0.498 -0.177
3 N -0.797 1.029 1.639
4 N -1.617 0.152 1.973
5 N -2.282 -0.613 1.319
6 N 0.594 2.810 0.774
7 N 2.802 -2.028 -1.476
8 H -3.296 -0.496 -0.418
9 H -1.936 -1.385 -0.612
10 H -1.625 0.323 -0.591
11 H 0.753 2.727 -0.182
12 H 1.225 3.197 1.380
13 H 2.959 -2.769 -0.807
14 H 3.669 -2.099 -1.972
15 H 1.988 -2.224 -2.032

Löwdin population analysis, charges in e, atoms 1 to 6:
1. C -0.01
2. C -0.03
3. N 0.18
4. N 0.00
5. N 0.08
6. N 0.28

=====

Entry B
DFT (ωB97M-V/def2-TZVPD) results for an isolated ion of composition C2H8N5 and charge +1.

The SMILES is [H]/N=C(NN)\[NH+]=C\N. The value obtained for the HOMO-LUMO gap is 8.50 eV. The LUMO energy comes out at -4.60 eV. As for the total charge: +1. The highest occupied orbital energy comes out at -13.10 eV.

Cartesian coordinates (Å):
1 H 0.022 1.953 0.049
2 N 0.904 1.503 0.125
3 C 0.732 0.244 0.103
4 N 1.691 -0.685 0.106
5 N 2.980 -0.277 -0.120
6 N -0.601 -0.387 0.258
7 C -1.703 0.259 -0.042
8 N -2.927 -0.205 -0.017
9 H 1.383 -1.438 -0.507
10 H 3.461 -0.573 0.726
11 H 2.934 0.759 -0.142
12 H -0.506 -1.380 0.205
13 H -1.514 1.183 -0.435
14 H -3.704 0.210 -0.512
15 H -3.149 -1.167 0.205

Löwdin population analysis, charges in e, atoms 1 to 6:
1. H 0.03
2. N 0.18
3. C -0.43
4. N -0.07
5. N 0.06
6. N 0.17

=====

Entry C
DFT (ωB97M-V/def2-TZVPD) results for an isolated ion of composition C2H8N5 and charge +1.

The value obtained for the HOMO-LUMO gap (spin up / spin down) is 8.03 / 8.03 eV. The LUMO energy (spin up / spin down) comes out at -3.77 / -3.77 eV. As for the total charge: +1. The highest occupied orbital energy (spin up / spin down) comes out at -11.80 / -11.80 eV.

Cartesian coordinates (Å):
1 C 2.861 0.742 0.163
2 C -0.524 0.599 0.038
3 N 1.894 0.060 -0.231
4 N 1.172 -0.913 0.135
5 N -0.113 -0.747 0.077
6 N -1.929 0.807 -0.209
7 N -1.008 -1.742 0.030
8 H 3.212 1.454 -0.559
9 H 3.302 0.815 1.140
10 H 0.258 1.100 -0.497
11 H -2.380 0.157 -0.946
12 H -2.392 0.546 0.696
13 H -1.675 -1.920 0.803
14 H -0.593 -2.668 0.002
15 H -2.086 1.711 -0.642

Löwdin population analysis, charges in e, atoms 1 to 6:
1. C 0.06
2. C -0.13
3. N -0.07
4. N 0.06
5. N -0.23
6. N 0.14

=====

Entry D
DFT (ωB97M-V/def2-TZVPD) results for a 2-piece molecular cluster, C2H8N5 overall.

The value obtained for the HOMO-LUMO gap is 10.58 eV. The LUMO energy comes out at -3.36 eV. As for the total charge: +1. The highest occupied orbital energy comes out at -13.94 eV.

Cartesian coordinates (Å):
1 C -1.632 0.345 -0.225
2 C -3.186 -0.999 0.394
3 N -2.943 0.200 0.042
4 N -0.981 -0.824 0.079
5 N -1.102 1.500 -0.643
6 N -1.985 -1.675 0.400
7 N 2.175 0.813 0.074
8 H -4.195 -1.359 0.528
9 H 0.056 -1.080 0.009
10 H -1.641 2.344 -0.640
11 H -0.289 1.397 -1.216
12 H -1.788 -2.628 0.758
13 H 2.416 1.181 1.005
14 H 2.364 1.530 -0.647
15 H 2.804 0.033 -0.222

Löwdin population analysis, charges in e, atoms 1 to 6:
1. C -0.35
2. C -0.07
3. N 0.15
4. N 0.14
5. N 0.21
6. N 0.06

=====

Least stable = entry C

=====

Entry A
DFT (ωB97M-V/def2-TZVPD) results for a 2-piece molecular cluster, C27H32NO2 overall.

The value obtained for the HOMO-LUMO gap is 4.86 eV. The LUMO energy comes out at -4.76 eV. As for the total charge: +1. The highest occupied orbital energy comes out at -9.62 eV.

Cartesian coordinates (Å):
1 C -5.265 -0.780 -2.506
2 C -4.731 0.137 -1.414
3 C -3.200 0.172 -1.437
4 N -2.546 -1.122 -1.635
5 C -1.186 -1.165 -1.673
6 C -0.292 -0.153 -1.399
7 C 1.115 -0.547 -1.714
8 C 1.031 -2.080 -1.955
9 C -0.460 -2.415 -2.142
10 C -3.238 -2.224 -2.291
11 C -4.755 -2.181 -2.195
12 H -6.354 -0.771 -2.546
13 H -4.891 -0.455 -3.483
14 H -5.092 1.159 -1.557
15 H -5.098 -0.200 -0.435
16 H -2.900 0.856 -2.251
17 H -2.838 0.634 -0.510
18 H -0.637 0.863 -1.210
19 H 1.518 -0.065 -2.621
20 H 1.823 -0.315 -0.906
21 H 1.623 -2.382 -2.826
22 H 1.442 -2.603 -1.083
23 H -0.741 -3.321 -1.584
24 H -0.662 -2.625 -3.209
25 H -2.951 -2.238 -3.361
26 H -2.881 -3.172 -1.868
27 H -5.071 -2.491 -1.190
28 H -5.144 -2.916 -2.908
29 C 2.085 -4.933 2.670
30 C 3.055 -3.792 2.985
31 C 2.287 -2.578 2.571
32 C 1.048 -2.999 2.023
33 O 0.878 -4.349 2.029
34 C 0.107 -2.082 1.511
35 C 0.404 -0.737 1.540
36 C 1.668 -0.281 2.034
37 C 2.071 1.069 2.117
38 C 1.715 2.256 1.442
39 C 2.109 3.493 2.041
40 C 2.019 4.659 1.317
41 C 1.502 4.639 -0.006
42 O 1.583 5.835 -0.646
43 C 2.130 6.815 0.333
44 C 2.475 6.049 1.618
45 C 1.010 3.449 -0.578
46 C 1.113 2.294 0.156
47 C 2.588 -1.236 2.576
48 H 2.508 -5.670 1.979
49 H 1.754 -5.447 3.581
50 H 3.328 -3.783 4.047
51 H 3.977 -3.896 2.402
52 H -0.833 -2.467 1.116
53 H -0.328 0.010 1.228
54 H 2.834 1.230 2.887
55 H 2.513 3.507 3.053
56 H 3.005 7.297 -0.121
57 H 1.352 7.569 0.511
58 H 1.957 6.468 2.489
59 H 3.555 6.084 1.812
60 H 0.579 3.478 -1.575
61 H 0.801 1.343 -0.245
62 H 3.531 -0.892 3.008

Löwdin population analysis, charges in e, atoms 1 to 6:
1. C -0.20
2. C -0.18
3. C -0.16
4. N -0.07
5. C -0.26
6. C -0.11

=====

Entry B
DFT (ωB97M-V/def2-TZVPD) results for a 2-piece molecular cluster, C27H32NO2 overall.

The value obtained for the HOMO-LUMO gap is 6.23 eV. The LUMO energy comes out at -5.11 eV. As for the total charge: +1. The highest occupied orbital energy comes out at -11.34 eV.

Cartesian coordinates (Å):
1 C 7.150 -2.329 0.670
2 O 6.177 -2.878 1.586
3 C 4.934 -2.330 1.567
4 C 3.976 -2.871 2.463
5 C 2.693 -2.364 2.473
6 C 2.347 -1.263 1.652
7 C 0.994 -0.708 1.626
8 C -0.110 -1.585 1.562
9 C -1.436 -1.192 1.617
10 C -2.557 -2.088 1.556
11 C -3.872 -1.556 1.563
12 C -4.977 -2.389 1.454
13 C -4.800 -3.779 1.354
14 C -3.508 -4.325 1.366
15 C -2.395 -3.496 1.475
16 C 0.818 0.747 1.648
17 C 1.534 1.535 2.589
18 C 1.372 2.900 2.653
19 C 0.515 3.540 1.724
20 O 0.400 4.890 1.819
21 C -0.468 5.544 0.869
22 C -0.179 2.779 0.753
23 C -0.047 1.400 0.748
24 C 3.321 -0.724 0.782
25 C 4.588 -1.264 0.702
26 H 8.058 -2.892 0.872
27 H 6.836 -2.472 -0.373
28 H 7.314 -1.260 0.856
29 H 4.274 -3.688 3.118
30 H 1.940 -2.779 3.146
31 H 0.136 -2.649 1.493
32 H -1.665 -0.137 1.781
33 H -3.984 -0.473 1.651
34 H -5.978 -1.957 1.447
35 H -5.667 -4.432 1.270
36 H -3.365 -5.404 1.291
37 H -1.392 -3.922 1.495
38 H 2.199 1.034 3.296
39 H 1.897 3.505 3.391
40 H -0.411 6.598 1.130
41 H -0.120 5.387 -0.160
42 H -1.500 5.184 0.965
43 H -0.828 3.270 0.023
44 H -0.601 0.818 0.008
45 H 3.053 0.101 0.120
46 H 5.311 -0.860 -0.008
47 C -2.058 2.773 -5.964
48 C -2.140 2.414 -4.485
49 C -1.997 0.919 -4.207
50 C -2.065 0.573 -2.718
51 N -1.939 -0.852 -2.462
52 H -2.162 3.852 -6.094
53 H -1.096 2.475 -6.391
54 H -2.855 2.289 -6.534
55 H -1.354 2.951 -3.941
56 H -3.099 2.759 -4.082
57 H -2.797 0.382 -4.734
58 H -1.034 0.576 -4.612
59 H -1.287 1.145 -2.178
60 H -3.048 0.877 -2.335
61 H -1.086 -1.219 -2.873
62 H -1.961 -1.078 -1.471

Löwdin population analysis, charges in e, atoms 1 to 6:
1. C -0.05
2. O -0.06
3. C -0.24
4. C 0.03
5. C -0.01
6. C -0.19

=====

Entry C
DFT (ωB97M-V/def2-TZVPD) results for C27H32NO2 as an isolated structure.

The value obtained for the HOMO-LUMO gap is 6.34 eV. The LUMO energy comes out at -4.72 eV. As for the total charge: +1. The highest occupied orbital energy comes out at -11.06 eV.

Cartesian coordinates (Å):
1 C 4.916 1.263 1.398
2 O 4.372 0.002 1.865
3 C 3.090 -0.150 1.546
4 O 2.498 0.753 0.963
5 C 2.519 -1.470 1.997
6 C 3.539 -2.609 1.820
7 C 2.749 -3.771 1.277
8 C 1.355 -3.263 0.855
9 N 1.325 -1.838 1.231
10 C 0.082 -1.242 1.472
11 C -0.306 -0.064 0.792
12 C -1.434 0.779 1.365
13 C -2.321 0.114 2.463
14 C -1.527 -0.782 3.427
15 C -0.774 -1.855 2.608
16 H 5.928 1.303 1.816
17 H 4.932 1.256 0.291
18 H 4.267 2.071 1.767
19 H 2.292 -1.277 3.066
20 H 4.338 -2.293 1.139
21 H 3.961 -2.799 2.809
22 H 3.257 -4.249 0.443
23 H 2.646 -4.535 2.048
24 H 1.194 -3.363 -0.230
25 H 0.568 -3.867 1.338
26 H 0.559 0.554 0.504
27 H -1.015 1.696 1.836
28 H -2.053 1.075 0.507
29 H -2.852 0.910 3.005
30 H -3.121 -0.479 1.999
31 H -0.777 -0.199 3.992
32 H -2.175 -1.219 4.213
33 H -1.527 -2.543 2.175
34 H -0.125 -2.439 3.283
35 C -2.653 0.243 -1.581
36 C -3.861 1.006 -1.876
37 C -5.170 0.440 -1.742
38 C -6.297 1.160 -2.154
39 C -6.156 2.461 -2.684
40 C -4.885 3.058 -2.711
41 C -3.752 2.346 -2.306
42 C -1.356 0.544 -1.948
43 C -0.227 -0.056 -1.219
44 C 1.058 0.510 -1.703
45 C 2.118 -0.247 -2.228
46 C 3.214 0.423 -2.818
47 C 3.207 1.837 -2.875
48 C 2.187 2.598 -2.244
49 C 1.066 1.932 -1.726
50 H -2.815 -0.745 -1.139
51 H -5.279 -0.567 -1.314
52 H -7.289 0.699 -2.113
53 H -7.022 2.973 -3.120
54 H -4.768 4.059 -3.116
55 H -2.749 2.784 -2.295
56 H -1.198 1.197 -2.856
57 H -0.325 -1.161 -1.135
58 H 2.058 -1.341 -2.155
59 H 4.068 -0.173 -3.199
60 H 4.032 2.358 -3.372
61 H 2.215 3.699 -2.135
62 H 0.194 2.499 -1.312

Löwdin population analysis, charges in e, atoms 1 to 6:
1. C -0.01
2. O -0.03
3. C -0.42
4. O 0.08
5. C -0.16
6. C -0.10

=====

Least stable = entry C